# 1
Below is the molecule C6H7NS in a non-equilibrium geometry, with properties calculated with the ωB97M-V functional and the def2-TZVPD basis.

Properties
SMILES string	N#C[C@H]1[C@@H]2CS[C@H]1C2
net charge	0
relative energy (zero: lowest compared OMol25 entry of this formula, charge and spin)	123.35	kJ/mol
gap between HOMO and LUMO	9.7	eV
calculated total energy	-18659.47057	eV
LUMO energy	0.76	eV
2S+1	1

Each line ends with the Mulliken charge.
Element x y z (Å)
1 C -2.099 -0.434 -0.526  -0.133
2 C -0.659 -0.333 -0.703  -0.247
3 C 0.038 0.854 0.042  -0.155
4 C 1.441 0.910 -0.526  -0.831
5 C 0.261 -1.209 0.236  0.046
6 C -0.013 -0.123 1.264  -0.894
7 H -0.472 -0.435 -1.742  0.551
8 H -0.441 1.808 0.115  0.462
9 H 1.435 1.281 -1.539  0.374
10 H 2.124 1.489 0.066  0.415
11 H 0.097 -2.277 0.431  0.410
12 H 0.695 0.011 2.033  0.376
13 H -1.032 -0.219 1.670  0.318
14 N -3.249 -0.404 -0.389  -0.480
15 S 1.872 -0.918 -0.431  -0.209

---

# 2
Below is C6H7NS as an isolated structure in a non-equilibrium geometry, with properties calculated with the ωB97M-V functional and the def2-TZVPD basis.

Properties
net charge	0
relative energy (zero: lowest compared OMol25 entry of this formula, charge and spin)	254.65	kJ/mol
gap between HOMO and LUMO	8.9	eV
calculated total energy	-18658.10972	eV
LUMO energy	0.88	eV
2S+1	1

Each line ends with the Mulliken charge.
Element x y z (Å)
1 C -1.939 0.991 0.501  -0.889
2 C -1.311 0.040 -0.398  0.134
3 C 0.360 -1.401 0.012  -0.066
4 C 1.670 -1.526 0.240  -0.464
5 C 1.230 0.636 -0.392  -0.915
6 C 0.088 -0.077 -0.415  0.237
7 H -1.627 0.863 1.561  0.271
8 H -3.025 0.993 0.413  0.326
9 H -1.523 1.851 -0.072  0.284
10 H -1.587 0.210 -1.415  0.379
11 H 2.294 -2.246 0.750  0.386
12 H 3.091 0.205 0.217  0.194
13 H 1.508 1.571 -0.854  0.324
14 N 2.257 -0.264 0.019  -0.009
15 S -1.486 -1.845 -0.168  -0.191

---

# 3
Below is the molecule C6H7NS in a non-equilibrium geometry, with properties calculated with the ωB97M-V functional and the def2-TZVPD basis.

Properties
net charge	0
relative energy (zero: lowest compared OMol25 entry of this formula, charge and spin)	596.19	kJ/mol
gap between HOMO and LUMO	8.1	eV
calculated total energy	-18654.56995	eV
LUMO energy	0.21	eV
2S+1	1

Each line ends with the Mulliken charge.
Element x y z (Å)
1 C -2.600 1.198 0.202  -0.399
2 C -0.367 0.872 -0.272  -0.451
3 C -1.362 -1.397 0.069  -0.513
4 C 0.135 -1.288 0.077  -0.365
5 C 0.714 0.081 0.398  0.859
6 C 2.031 0.341 -0.354  -1.347
7 N -1.392 1.483 -0.016  -0.119
8 S -2.752 -0.608 0.036  -0.140
9 H -3.332 1.890 0.189  0.483
10 H 0.528 -2.164 0.791  0.307
11 H 0.412 -1.796 -0.898  0.304
12 H 0.849 0.237 1.477  0.338
13 H 1.894 0.424 -1.401  0.401
14 H 2.624 -0.593 -0.176  0.329
15 H 2.621 1.319 -0.121  0.313

---

# 4
Below is the molecule C6H7NS2 in a non-equilibrium geometry, with properties calculated with the ωB97M-V functional and the def2-TZVPD basis.

Properties
net charge	0
relative energy (zero: lowest compared OMol25 entry of this formula, charge and spin)	419.17	kJ/mol
gap between HOMO and LUMO (spin up / spin down)	6.9 / 6.9	eV
calculated total energy	-29491.43728	eV
LUMO energy (spin up / spin down)	-1.35 / -1.35	eV
2S+1	1

Each line ends with the Mulliken charge.
Element x y z (Å)
1 C 2.591 1.858 0.040  0.103
2 C 1.158 1.568 0.213  -0.341
3 C 3.442 0.873 0.042  -0.084
4 C 3.644 -0.490 -0.141  -0.016
5 C -0.350 -1.019 0.826  -0.792
6 C -0.638 0.054 -0.187  -0.473
7 N 0.650 0.628 -0.558  -0.034
8 S 5.165 0.394 0.360  -0.143
9 S 2.989 -1.865 -0.801  -0.281
10 H 2.790 2.929 0.158  0.361
11 H 0.005 -0.381 1.578  0.342
12 H -1.253 -1.609 1.171  0.321
13 H 0.325 -1.782 0.322  0.115
14 H -0.999 -0.350 -1.150  0.346
15 H -1.372 0.809 0.100  0.269
16 H 1.057 0.062 -1.252  0.308

---

# 5
Below is an isolated ion of composition C6H7O2 and charge -1 in a non-equilibrium geometry, with properties calculated with the ωB97M-V functional and the def2-TZVPD basis.

Properties
SMILES string	C#CC(C)(C)C(=O)[O-]
net charge	-1
relative energy (zero: lowest compared OMol25 entry of this formula, charge and spin)	111.02	kJ/mol
gap between HOMO and LUMO	8.3	eV
calculated total energy	-10429.38830	eV
LUMO energy	4.05	eV
2S+1	1

Each line ends with the Mulliken charge.
Element x y z (Å)
1 C -0.253 -2.661 -0.796  -0.011
2 C 0.124 -1.596 -0.415  -1.082
3 C 2.225 -0.016 0.000  0.348
4 C 0.115 -0.080 1.409  -1.440
5 C 0.267 0.860 -0.966  -1.815
6 C 0.701 -0.204 -0.042  1.837
7 O 2.729 0.223 1.096  -0.734
8 O 2.758 -0.112 -1.102  -0.730
9 H -0.160 -3.759 -0.977  0.316
10 H 0.539 0.800 1.915  0.330
11 H -0.957 0.077 1.166  0.358
12 H 0.446 -1.042 1.797  0.395
13 H 0.730 1.686 -0.466  0.403
14 H 0.699 0.653 -1.924  0.349
15 H -0.804 0.845 -1.053  0.475

---

# 6
Below is the molecule C6H8, with properties calculated with the ωB97M-V functional and the def2-TZVPD basis.

Properties
SMILES string	C=C=CCC=C
net charge	0
relative energy (zero: lowest compared OMol25 entry of this formula, charge and spin)	149.64	kJ/mol
gap between HOMO and LUMO	10.5	eV
calculated total energy	-6349.23290	eV
LUMO energy	1.13	eV
2S+1	1

Each line ends with the Mulliken charge.
Element x y z (Å)
1 C 1.310 -0.024 1.886  -0.738
2 C 0.975 0.899 0.991  -0.011
3 C 0.886 0.638 -0.491  -0.599
4 C -0.556 0.613 -0.963  -0.277
5 C -1.246 -0.491 -1.067  0.113
6 C -1.911 -1.613 -1.136  -0.726
7 H 1.562 -1.039 1.583  0.233
8 H -2.447 -1.995 -0.271  0.245
9 H 1.334 0.190 2.950  0.255
10 H 0.713 1.903 1.325  0.277
11 H 1.360 -0.322 -0.718  0.353
12 H 1.432 1.413 -1.042  0.271
13 H -1.045 1.563 -1.174  0.358
14 H -1.950 -2.200 -2.050  0.246